Entry 1:
# C37H57HfN3OSi3

C37H57HfN3OSi3 as an isolated structure (wB97M-V/def2-TZVPD, OMol25).

Each line ends with the Mulliken charge.
Atoms and positions in Å:
Hf: -0.08 -0.42 -0.35  -0.24
C: 0.74 -0.61 1.70  -0.55
Si: 1.75 0.97 1.95  -0.47
C: 1.02 2.21 0.67  -0.89
N: 0.65 1.66 -0.68  1.04
C: 1.85 1.38 -1.55  1.66
C: 2.13 2.47 -2.59  -0.86
C: 1.82 3.85 -2.03  -0.81
C: 0.33 3.95 -1.66  -0.73
C: -0.28 2.57 -1.41  -0.89
C: 3.57 0.69 1.67  1.15
C: 4.18 -0.43 2.25  -0.66
C: 5.55 -0.63 2.14  -0.62
C: 6.33 0.28 1.45  -0.63
C: 5.75 1.41 0.88  -0.76
C: 4.38 1.61 1.00  -0.15
C: 1.44 1.80 3.59  0.56
C: 0.13 2.03 4.02  0.15
C: -0.12 2.67 5.22  -0.72
C: 0.94 3.09 6.01  -0.64
C: 2.24 2.87 5.60  -0.80
C: 2.49 2.22 4.40  -0.39
H: -0.10 -0.54 2.40  0.78
H: 1.32 -1.48 1.99  0.63
H: 1.67 3.08 0.56  0.45
H: 0.09 2.59 1.11  0.44
H: 1.67 0.43 -2.08  -1.23
H: 2.70 1.22 -0.89  -0.32
H: 1.54 2.29 -3.48  0.38
H: 3.18 2.39 -2.88  0.57
H: 2.07 4.61 -2.77  0.57
H: 2.45 4.05 -1.16  0.15
H: -0.24 4.41 -2.47  0.52
H: 0.19 4.59 -0.79  0.28
H: -0.52 2.08 -2.36  0.35
H: -1.21 2.64 -0.84  0.11
H: 3.59 -1.14 2.81  0.40
H: 6.01 -1.49 2.61  0.46
H: 7.40 0.13 1.37  0.43
H: 6.36 2.13 0.36  0.46
H: 3.95 2.51 0.56  0.35
H: -0.70 1.70 3.41  -0.24
H: -1.14 2.85 5.54  0.41
H: 0.75 3.59 6.95  0.41
H: 3.07 3.19 6.23  0.43
H: 3.52 2.05 4.09  0.35
C: -1.23 -4.78 -2.17  -1.26
Si: -1.58 -3.08 -1.50  0.69
C: -3.38 -2.62 -1.83  -1.25
C: -1.29 -3.16 0.38  -0.90
C: -0.42 -1.76 -2.18  2.59
C: 0.98 -2.27 -2.09  -1.90
C: 1.68 -3.09 -2.97  -0.34
C: 2.98 -3.44 -2.67  -0.82
C: 3.57 -2.99 -1.49  -1.11
C: 2.84 -2.18 -0.66  -0.07
N: 1.59 -1.82 -0.96  0.43
Si: -0.94 -1.09 -3.88  0.76
C: 0.55 -0.32 -4.73  -1.27
C: -2.31 0.19 -3.62  -0.79
C: -1.58 -2.41 -5.04  -1.22
H: -1.94 -5.50 -1.74  0.41
H: -0.23 -5.12 -1.90  0.37
H: -1.33 -4.82 -3.25  0.35
H: -4.04 -3.13 -1.12  0.52
H: -3.68 -2.98 -2.82  0.33
H: -3.58 -1.55 -1.81  0.37
H: -1.97 -3.92 0.78  0.63
H: -1.46 -2.27 0.99  0.19
H: -0.27 -3.52 0.59  0.27
H: 1.19 -3.44 -3.87  0.53
H: 3.53 -4.08 -3.34  0.52
H: 4.58 -3.26 -1.23  0.53
H: 3.26 -1.78 0.26  0.16
H: 1.32 0.07 -4.06  0.21
H: 0.24 0.50 -5.38  0.51
H: 1.04 -1.06 -5.36  0.38
H: -2.33 0.62 -2.61  -0.10
H: -3.29 -0.26 -3.79  0.39
H: -2.22 1.01 -4.33  0.52
H: -0.82 -3.17 -5.25  0.32
H: -1.83 -1.94 -6.00  0.40
H: -2.47 -2.92 -4.68  0.34
O: -1.97 0.14 0.22  -0.54
C: -3.06 0.26 0.90  0.18
C: -3.25 1.43 1.80  -0.81
C: -3.38 1.03 3.28  -0.51
C: -4.77 0.52 3.67  -1.05
C: -5.19 -0.78 2.98  -0.67
C: -5.28 -0.67 1.47  -0.90
N: -3.97 -0.67 0.79  -0.12
H: -4.15 1.97 1.48  0.58
H: -2.40 2.09 1.65  0.21
H: -3.16 1.92 3.87  0.42
H: -2.62 0.29 3.53  0.37
H: -5.51 1.30 3.45  0.38
H: -4.79 0.37 4.75  0.39
H: -6.17 -1.07 3.35  0.40
H: -4.50 -1.59 3.24  0.35
H: -5.83 0.23 1.17  0.41
H: -5.82 -1.52 1.05  0.47
H: -3.76 -1.43 0.16  -0.11

Calculated values
LUMO level	-5.31	eV
E_HOMO	-13.6	eV
2S+1	1
ΔE to the lowest compared entry with this formula, charge and spin	0.035	eV
net charge	+2
Kohn-Sham gap	8.24	eV
E_tot	-2599.8122	Eh



Entry 2:
# C37H57IN2O6S

A 2-piece molecular cluster, C37H57IN2O6S overall at a distorted geometry (wB97M-V/def2-TZVPD, OMol25).

Each line ends with the Mulliken charge.
Atoms and positions in Å:
C: -3.31 -1.92 5.34  -0.35
C: -4.72 -2.77 5.08  -0.24
O: -5.91 -1.91 5.07  -0.36
C: -6.07 -1.19 3.80  0.51
O: -5.59 -1.56 2.61  -0.56
C: -6.98 0.21 3.87  -0.55
C: -6.49 1.36 2.79  -0.14
C: -5.14 2.20 3.30  -0.84
C: -4.53 3.04 2.03  0.27
C: -4.82 4.68 1.98  0.17
N: -5.61 5.26 3.14  -0.63
C: -4.25 5.59 0.71  0.13
O: -4.54 7.05 0.79  -0.48
C: -3.65 7.63 1.85  -0.29
C: -2.10 7.10 1.78  -0.81
C: -3.40 4.93 -0.57  0.04
O: -2.90 5.77 -1.68  -0.47
C: -3.12 3.32 -0.49  0.35
C: -3.65 2.38 0.78  -0.34
N: -3.38 0.89 0.81  -0.13
C: -1.92 0.56 0.60  0.17
C: -1.15 -0.44 1.65  -0.36
C: 0.46 -0.80 1.35  0.32
C: 1.16 -1.83 2.44  -0.15
C: 0.91 -1.16 3.95  0.04
O: 0.51 -1.84 5.02  -0.53
I: 1.30 1.01 4.08  0.01
C: 1.26 -0.18 0.02  -0.02
C: 2.84 -0.57 -0.21  -1.37
C: 2.98 -1.77 -1.37  0.00
C: 2.26 -3.18 -0.91  -0.13
C: 0.79 -3.42 -1.64  -0.50
O: -0.33 -3.32 -0.67  -0.15
C: -1.62 -3.70 -1.31  -0.63
C: 0.48 0.83 -1.06  0.83
C: 1.30 1.39 -2.37  -0.76
C: 1.42 3.02 -2.46  0.51
C: 1.18 3.83 -1.05  -1.06
C: 0.51 3.61 -3.73  -0.98
C: -1.08 1.17 -0.71  -0.04
S: -2.13 2.34 -1.81  -0.22
H: -2.60 -2.56 6.03  0.33
H: -3.51 -0.85 5.79  0.23
H: -2.80 -1.83 4.27  -0.19
H: -4.64 -3.46 4.12  0.26
H: -4.83 -3.51 5.99  0.28
H: -8.08 -0.11 3.53  0.34
H: -7.09 0.61 4.97  0.25
H: -6.33 0.89 1.72  0.23
H: -7.38 2.15 2.73  0.31
H: -5.38 2.86 4.23  0.45
H: -4.33 1.36 3.56  0.05
H: -5.89 6.24 2.90  0.34
H: -6.50 4.69 3.27  0.23
H: -3.65 8.82 1.76  0.34
H: -4.05 7.41 2.94  0.20
H: -1.60 7.22 0.71  0.20
H: -1.94 6.02 2.23  0.22
H: -1.47 7.83 2.49  0.36
H: -3.61 5.81 -2.39  0.34
H: -3.71 0.43 1.68  0.20
H: -1.74 -0.90 2.57  -0.31
H: 0.63 -2.90 2.40  0.30
H: 2.30 -2.02 2.25  0.26
H: 3.42 -0.89 0.76  0.40
H: 3.40 0.41 -0.60  0.36
H: 2.44 -1.37 -2.35  0.24
H: 4.13 -1.87 -1.59  -0.17
H: 2.21 -3.29 0.26  0.04
H: 2.97 -4.05 -1.29  0.23
H: 0.80 -4.53 -2.04  0.31
H: 0.63 -2.62 -2.51  0.25
H: -2.49 -3.37 -0.57  0.15
H: -1.78 -3.19 -2.37  0.27
H: -1.61 -4.88 -1.40  0.27
H: 0.68 1.03 -3.32  0.27
H: 2.38 0.94 -2.51  0.04
H: 2.55 3.25 -2.78  0.31
H: 0.13 3.68 -0.57  0.17
H: 2.08 3.63 -0.29  0.25
H: 1.27 4.99 -1.31  0.38
H: -0.32 2.82 -4.05  0.25
H: 1.20 3.72 -4.69  0.29
H: 0.03 4.65 -3.50  0.20
C: 6.83 -3.45 -1.62  -1.26
C: 6.10 -3.69 -2.94  0.19
C: 6.20 -5.14 -3.43  -0.83
C: 7.62 -5.63 -3.75  -0.82
C: 8.38 -4.80 -4.79  -0.32
C: 7.72 -4.81 -6.16  -1.18
H: 7.91 -3.63 -1.72  0.41
H: 6.70 -2.42 -1.30  0.39
H: 6.44 -4.11 -0.84  0.25
H: 6.48 -3.00 -3.70  0.23
H: 5.04 -3.44 -2.79  -0.04
H: 5.57 -5.24 -4.32  0.35
H: 5.77 -5.80 -2.67  0.40
H: 7.55 -6.67 -4.10  0.39
H: 8.21 -5.66 -2.83  0.30
H: 9.39 -5.22 -4.89  0.37
H: 8.51 -3.77 -4.45  0.23
H: 7.62 -5.83 -6.54  0.29
H: 8.33 -4.24 -6.87  0.37
H: 6.73 -4.35 -6.13  0.28

Calculated values
LUMO level	-0.13	eV
E_HOMO	-7.4	eV
2S+1	1
net charge	0
Kohn-Sham gap	7.24	eV
E_tot	-2699.9184	Eh



Entry 3:
# C37H58BN9OPPmS3

C37H58BN9OPPmS3 as an isolated structure (wB97M-V/def2-TZVPD, OMol25).

Each line ends with the Mulliken charge.
Atoms and positions in Å:
Pm: 0.17 0.05 0.45  1.05
N: -0.68 0.53 2.89  -0.26
C: 0.13 1.17 3.95  -0.64
C: 0.37 2.64 3.66  -1.04
C: 1.36 2.94 2.56  -0.39
N: 0.87 2.55 1.21  -0.14
H: -1.49 1.13 2.70  0.04
H: -1.08 -0.34 3.23  0.30
H: 1.08 0.64 4.04  0.38
H: -0.38 1.07 4.91  0.43
H: 0.74 3.11 4.58  0.45
H: -0.59 3.13 3.45  0.35
H: 2.29 2.41 2.74  0.10
H: 1.61 4.01 2.57  0.43
H: 1.54 2.87 0.52  0.23
H: 0.01 3.06 1.02  0.22
C: 0.69 -3.05 3.69  -0.75
N: -0.25 -3.61 2.73  0.38
C: -1.29 -4.46 3.07  -0.55
C: -1.83 -4.89 1.91  -0.56
N: -1.13 -4.30 0.87  0.27
B: -1.41 -4.56 -0.64  0.16
N: -2.41 -3.46 -1.24  0.16
C: -3.06 -3.76 -2.43  -0.81
C: -3.83 -2.70 -2.76  -0.34
N: -3.63 -1.75 -1.78  0.34
C: -4.29 -0.45 -1.73  -0.72
C: -2.76 -2.23 -0.85  -0.37
S: -2.37 -1.33 0.58  -0.30
C: -0.17 -3.53 1.39  -0.68
S: 0.99 -2.61 0.48  -0.05
H: 0.20 -3.00 4.66  0.30
H: 0.99 -2.05 3.37  0.12
H: 1.58 -3.67 3.77  0.32
H: -1.52 -4.70 4.09  0.51
H: -2.65 -5.56 1.73  0.52
H: -0.38 -4.52 -1.27  -0.06
H: -1.99 -5.62 -0.74  -0.17
H: -2.94 -4.71 -2.91  0.54
H: -4.50 -2.54 -3.59  0.52
H: -4.67 -0.23 -2.73  0.32
H: -3.57 0.32 -1.43  -0.05
H: -5.11 -0.45 -1.02  0.41
C: -0.99 0.36 -4.17  -1.58
C: -0.66 -0.48 -2.98  0.39
N: -0.54 -1.79 -3.13  0.17
O: -0.51 0.03 -1.85  0.53
H: -0.47 0.01 -5.06  0.49
H: -0.73 1.39 -3.97  0.27
H: -2.06 0.30 -4.36  0.34
H: -0.66 -2.24 -4.02  0.23
H: -0.37 -2.38 -2.31  -0.06
C: 4.59 0.83 2.35  -1.87
C: 4.71 1.12 0.84  2.00
C: 6.15 0.78 0.43  -1.71
C: 4.48 2.61 0.60  -1.94
P: 3.43 0.04 -0.04  0.83
C: 4.23 -1.59 0.14  1.29
C: 5.05 -2.20 -0.81  -0.64
C: 5.71 -3.39 -0.54  -0.87
C: 5.57 -3.99 0.70  -0.82
C: 4.78 -3.40 1.67  -0.88
C: 4.11 -2.22 1.38  -0.62
C: 3.35 0.48 -1.86  1.87
C: 2.68 -0.70 -2.57  -1.57
C: 2.41 1.70 -1.97  -1.44
C: 4.64 0.85 -2.60  -1.97
H: 5.14 1.60 2.90  0.53
H: 5.02 -0.14 2.61  0.41
H: 3.55 0.84 2.70  0.18
H: 6.83 1.44 0.98  0.54
H: 6.34 0.92 -0.63  0.30
H: 6.41 -0.25 0.69  0.31
H: 5.14 3.18 1.25  0.63
H: 3.46 2.93 0.83  0.23
H: 4.70 2.91 -0.43  0.27
H: 5.21 -1.75 -1.78  0.14
H: 6.33 -3.84 -1.30  0.48
H: 6.09 -4.92 0.91  0.42
H: 4.67 -3.86 2.64  0.46
H: 3.47 -1.79 2.14  0.57
H: 1.84 -1.12 -2.02  0.07
H: 3.37 -1.52 -2.75  0.42
H: 2.30 -0.36 -3.54  0.57
H: 1.43 1.56 -1.51  -0.12
H: 2.22 1.91 -3.03  0.65
H: 2.85 2.60 -1.54  0.29
H: 5.40 0.08 -2.56  0.26
H: 5.08 1.78 -2.23  0.42
H: 4.40 1.02 -3.66  0.54
S: -5.34 4.06 -1.88  -0.23
C: -4.07 3.27 -0.98  1.17
C: -2.77 3.45 -1.45  -1.40
C: -1.74 2.82 -0.79  0.00
N: -1.89 2.01 0.27  0.63
C: -3.15 1.86 0.71  -0.94
C: -4.25 2.47 0.14  -1.09
C: -6.79 3.61 -0.97  0.23
C: -7.11 4.21 0.24  -0.13
C: -8.27 3.82 0.88  -0.33
N: -9.12 2.91 0.38  -0.55
C: -8.81 2.36 -0.79  -0.41
C: -7.66 2.67 -1.51  -0.07
H: -2.55 4.08 -2.30  0.54
H: -0.72 2.96 -1.15  0.14
H: -3.30 1.21 1.57  0.42
H: -5.23 2.29 0.57  0.42
H: -6.47 4.97 0.67  0.44
H: -8.54 4.27 1.83  0.38
H: -9.52 1.64 -1.19  0.37
H: -7.46 2.20 -2.46  0.43

Calculated values
LUMO level (spin up / spin down)	-5.25 / -4.43	eV
E_HOMO (spin up / spin down)	-12.8 / -12.8	eV
2S+1	5
net charge	+2
Kohn-Sham gap (spin up / spin down)	7.52 / 8.33	eV
E_tot	-4181.6590	Eh



Entry 4:
# C37H60BrIN3O8RbS3Si

C37H60BrIN3O8RbS3Si as an isolated structure at a distorted geometry (wB97M-V/def2-TZVPD, OMol25).

Each line ends with the Mulliken charge.
Atoms and positions in Å:
Rb: 0.97 0.74 0.77  0.62
O: 1.52 4.17 4.44  -0.80
C: 1.59 3.23 3.63  -0.04
O: 0.89 3.01 2.60  -0.54
C: 2.62 2.12 3.94  0.52
C: 3.65 2.50 4.92  -0.86
C: 4.59 1.55 5.14  -0.28
C: 4.57 0.34 4.54  -0.72
C: 3.50 0.03 3.72  0.21
N: 2.60 0.95 3.35  0.44
C: 3.29 -1.37 3.14  0.20
O: 4.24 -2.16 3.09  -0.78
O: 2.13 -1.68 2.72  -0.28
H: 3.53 3.52 5.30  0.47
H: 5.44 1.71 5.76  0.38
H: 5.24 -0.45 4.76  0.52
C: 3.25 -7.10 -0.29  -0.49
C: 2.23 -7.26 0.84  -0.62
S: 1.27 -5.80 1.11  -0.12
C: 2.56 -4.58 1.46  -0.38
C: 3.38 -3.84 0.33  -0.96
S: 2.28 -3.28 -0.98  0.16
C: 3.12 -3.90 -2.37  -0.46
C: 3.68 -5.34 -2.38  -1.16
S: 2.60 -6.72 -1.91  -0.10
H: 3.71 -8.10 -0.37  0.40
H: 3.96 -6.33 0.00  0.22
H: 2.80 -7.53 1.81  0.27
H: 1.51 -8.07 0.57  0.35
H: 3.30 -5.00 2.17  0.44
H: 2.07 -3.80 1.97  0.03
H: 4.16 -4.49 -0.08  0.29
H: 3.91 -3.03 0.82  0.49
H: 4.06 -3.37 -2.63  0.29
H: 2.39 -3.86 -3.16  0.31
H: 4.57 -5.43 -1.77  0.50
H: 4.02 -5.47 -3.41  0.50
Br: -2.62 -3.99 4.80  -0.21
C: -3.05 -2.12 4.92  0.37
C: -4.32 -1.81 5.47  -0.47
C: -4.70 -0.51 5.68  -0.68
C: -3.80 0.50 5.34  -0.30
C: -2.61 0.19 4.87  -0.68
C: -2.18 -1.13 4.58  -0.06
I: -0.19 -1.37 3.84  0.19
H: -4.99 -2.64 5.64  0.34
H: -5.68 -0.27 6.06  0.40
H: -4.16 1.56 5.35  0.30
H: -1.88 0.87 4.58  0.65
C: -5.20 -1.16 1.94  -0.29
C: -5.02 -0.16 0.83  -1.53
N: -4.49 1.18 1.25  0.76
C: -5.45 2.20 1.13  -0.69
C: -6.67 2.05 2.12  -1.17
C: -3.16 1.33 1.44  0.65
C: -2.81 2.62 1.98  -1.69
N: -2.19 0.47 1.28  0.12
H: -5.60 -2.10 1.57  0.46
H: -5.86 -0.65 2.68  0.13
H: -4.20 -1.26 2.44  -0.12
H: -5.99 -0.03 0.35  0.53
H: -4.36 -0.58 0.05  0.43
H: -5.78 2.22 0.06  0.41
H: -5.02 3.19 1.39  0.34
H: -7.04 1.02 2.18  0.29
H: -7.53 2.70 1.78  0.38
H: -6.41 2.42 3.12  0.25
H: -3.10 3.51 1.38  0.39
H: -1.76 2.62 2.23  0.07
H: -3.37 2.79 2.91  0.38
H: -2.55 -0.44 1.02  0.06
C: 2.09 -0.75 -5.00  -1.66
C: 0.67 -0.41 -5.09  2.08
C: -0.15 -1.29 -4.13  -1.40
C: 0.20 -0.45 -6.51  -1.94
O: 0.54 1.01 -4.69  -0.49
Si: 0.75 1.67 -3.21  -1.30
O: 0.67 0.70 -1.97  1.19
O: 2.14 2.59 -3.46  -0.43
C: 3.06 3.19 -2.56  1.86
C: 2.41 4.16 -1.55  -1.41
C: 4.11 3.90 -3.44  -1.75
C: 3.79 2.17 -1.74  -1.65
O: -0.38 2.94 -3.17  -0.40
C: -1.75 2.95 -2.93  2.40
C: -2.45 1.75 -3.65  -1.56
C: -2.34 4.25 -3.45  -2.14
C: -1.96 2.88 -1.42  -1.70
H: 2.20 -1.83 -5.17  0.44
H: 2.52 -0.51 -4.02  0.22
H: 2.66 -0.20 -5.70  0.40
H: -0.05 -2.35 -4.25  0.56
H: -1.20 -1.05 -4.23  0.29
H: 0.12 -1.10 -3.07  0.00
H: 0.60 -1.36 -6.90  0.46
H: 0.64 0.43 -6.99  0.38
H: -0.88 -0.46 -6.66  0.32
H: 1.68 4.75 -2.04  0.34
H: 3.19 4.79 -1.07  0.42
H: 1.84 3.58 -0.74  0.19
H: 3.63 4.82 -3.98  0.31
H: 4.51 3.17 -4.16  0.38
H: 4.98 4.31 -2.88  0.36
H: 3.08 1.62 -1.09  0.08
H: 4.57 2.60 -1.16  0.56
H: 4.33 1.53 -2.43  0.37
H: -2.26 1.81 -4.73  0.35
H: -3.55 1.80 -3.51  0.50
H: -2.03 0.86 -3.19  0.13
H: -2.11 4.47 -4.56  0.33
H: -1.92 5.07 -2.88  0.47
H: -3.40 4.30 -3.31  0.40
H: -1.45 1.96 -1.04  0.03
H: -3.02 2.86 -1.19  0.42
H: -1.60 3.71 -0.87  0.55

Calculated values
LUMO level	3.62	eV
E_HOMO	-3.5	eV
2S+1	1
ΔE to the lowest compared entry with this formula, charge and spin	1.718	eV
net charge	-2
Kohn-Sham gap	7.14	eV
E_tot	-6592.2020	Eh